# 1
{"formula": "C21H25CaCl3N5O", "method": "ωB97M-V/def2-TZVPD", "elements": ["Ca", "Cl", "C", "C", "C", "C", "O", "C", "C", "N", "C", "C", "C", "C", "C", "C", "C", "C", "N", "C", "C", "H", "H", "H", "H", "H", "H", "H", "H", "H", "H", "N", "C", "C", "N", "C", "C", "N", "H", "H", "H", "H", "H", "H", "H", "H", "H", "H", "H", "H", "H", "Cl", "C", "Cl", "H", "H"], "xyz": [[-0.093246, 0.609540, -0.189725], [6.704896, -1.303115, -2.059633], [5.138814, -0.583996, -1.872333], [4.986346, 0.805582, -1.992587], [3.750282, 1.378239, -1.853460], [2.587395, 0.616183, -1.559306], [1.445715, 1.188491, -1.404698], [2.762038, -0.805246, -1.445869], [1.690649, -1.724738, -1.219721], [0.469047, -1.428457, -0.899321], [-0.511015, -2.421476, -0.751662], [-0.319978, -3.784910, -0.841212], [-1.368563, -4.696077, -0.642137], [-2.630858, -4.263910, -0.350982], [-2.881425, -2.880188, -0.246165], [-4.159661, -2.367491, 0.069118], [-4.350153, -1.015590, 0.141709], [-3.249154, -0.173715, -0.077826], [-2.039401, -0.608534, -0.347553], [-1.831275, -1.949688, -0.454112], [4.049191, -1.366307, -1.622088], [5.852815, 1.418640, -2.203260], [3.631493, 2.448602, -1.967556], [1.982935, -2.767056, -1.361592], [0.655726, -4.192611, -1.064856], [-1.163479, -5.755476, -0.719305], [-3.444062, -4.962803, -0.203725], [-4.972693, -3.059372, 0.252581], [-5.319154, -0.593427, 0.367829], [-3.369140, 0.903655, -0.014029], [4.168962, -2.440792, -1.549347], [1.678488, 0.806522, 1.427550], [1.708810, 2.274186, 1.545601], [0.381999, 2.753394, 2.125806], [-0.753627, 2.444273, 1.237454], [-1.217663, 3.563749, 0.396679], [-0.654090, 3.465896, -1.016789], [-1.107233, 2.202603, -1.620144], [2.493574, 0.491019, 0.906733], [1.751987, 0.400709, 2.353231], [2.525259, 2.627899, 2.181138], [1.851068, 2.691498, 0.548161], [0.222206, 2.241886, 3.078466], [0.442356, 3.826702, 2.331406], [-1.524117, 2.145829, 1.817636], [-2.308452, 3.525049, 0.334285], [-0.952364, 4.530247, 0.836518], [-0.957090, 4.346316, -1.589470], [0.434437, 3.443456, -0.977679], [-2.055523, 2.301826, -1.963087], [-0.523909, 1.993925, -2.427410], [-2.585316, 0.272209, 3.572153], [-1.987929, -1.379269, 3.365085], [-0.493898, -1.463525, 2.410118], [-2.754272, -1.954184, 2.857068], [-1.787726, -1.776187, 4.352292]], "forces_ev_per_angstrom": [[-1.002, 0.399, 1.374], [0.034, 0.028, -0.005], [-0.014, -0.009, -0.006], [0.007, -0.100, 0.009], [-0.113, 0.067, 0.069], [0.430, -0.299, -0.228], [1.343, 0.481, -1.232], [0.174, 0.422, -0.003], [-0.312, -0.208, -0.043], [0.797, -1.024, -0.513], [-0.333, -0.608, -0.022], [0.131, 0.325, -0.015], [-0.217, -0.099, 0.046], [0.114, -0.088, -0.009], [0.092, 0.217, -0.027], [0.044, 0.126, -0.015], [-0.130, -0.132, 0.040], [0.115, -0.026, -0.002], [-0.970, -0.569, -0.149], [-0.092, -0.445, -0.035], [-0.092, -0.046, 0.006], [0.001, -0.010, -0.012], [-0.026, -0.008, 0.011], [-0.037, -0.022, 0.035], [0.025, 0.035, 0.005], [0.003, 0.009, -0.020], [0.010, -0.005, 0.012], [-0.027, 0.017, -0.042], [0.018, 0.016, 0.008], [-0.017, 0.004, 0.010], [0.009, 0.003, -0.006], [0.560, 0.141, 0.326], [-0.106, 0.149, 0.202], [0.248, 0.007, -0.043], [-0.341, 0.545, 0.576], [0.092, 0.057, -0.214], [-0.163, 0.154, 0.234], [-0.190, 0.579, -0.675], [0.058, -0.017, 0.095], [-0.044, -0.093, 0.026], [0.012, 0.021, -0.052], [0.094, -0.012, 0.002], [-0.050, 0.041, 0.003], [-0.035, -0.020, 0.032], [-0.092, -0.027, 0.120], [0.004, -0.007, 0.059], [-0.023, -0.018, 0.020], [0.062, -0.007, -0.018], [0.014, 0.037, -0.099], [-0.050, -0.033, 0.017], [-0.056, 0.036, -0.018], [0.039, 0.088, -0.082], [-0.084, -0.081, 0.030], [-0.031, 0.045, 0.304], [0.043, 0.011, -0.064], [0.078, -0.046, -0.023]], "mulliken_charge": [2.203, -0.217, 0.072, -0.583, -0.573, -0.083, -0.630, 0.342, 0.403, 0.036, 0.446, -0.855, -1.026, -0.934, 1.255, -0.718, -1.030, -0.106, -0.179, -0.094, -1.058, 0.430, 0.476, 0.184, 0.339, 0.405, 0.434, 0.449, 0.437, 0.373, 0.415, -0.479, -0.197, -0.901, -0.015, -0.807, -0.395, -0.552, 0.049, 0.288, 0.533, 0.078, 0.381, 0.361, 0.065, 0.375, 0.387, 0.505, 0.101, 0.278, 0.213, -0.144, -0.274, -0.056, 0.170, 0.424], "charge": 1, "lumo_energy_ev": -3.3, "homo_lumo_gap_ev": 6.909, "mol_weight_g_mol": 509.902}

=====

# 2
{"formula": "CH4N2S2", "method": "ωB97M-V/def2-TZVPD", "elements": ["S", "N", "C", "N", "S", "H", "H", "H", "H"], "xyz": [[-2.570974, -0.240670, 0.043486], [-1.234105, 0.521473, -0.176344], [-0.103125, -0.127088, -0.024839], [1.096064, 0.511018, -0.127262], [2.620873, -0.258052, -0.002148], [-3.356872, 0.648563, 0.730057], [-0.039535, -1.187127, -0.168715], [1.033769, 1.375296, -0.212264], [3.149295, 0.677919, 1.263781]], "forces_ev_per_angstrom": [[-4.774, -2.594, 0.443], [5.994, 1.722, 0.899], [-1.756, 1.181, -1.627], [0.743, -9.615, 0.966], [0.430, 2.845, 2.709], [0.700, -0.066, -0.411], [-0.020, -0.908, 0.822], [-0.216, 9.837, -1.133], [-1.101, -2.402, -2.668]], "mulliken_charge": [-0.202, -0.393, 0.193, -0.268, -0.144, 0.121, 0.300, 0.235, 0.160], "de_lowest_ev": 3.288, "lumo_energy_ev": -0.1, "homo_lumo_gap_ev": 7.696, "mol_weight_g_mol": 108.191, "smiles": "S/N=C/NS"}

=====

# 3
{"formula": "C10H14IOP", "method": "ωB97M-V/def2-TZVPD", "elements": ["C", "C", "C", "C", "C", "C", "C", "C", "C", "C", "O", "P", "I", "H", "H", "H", "H", "H", "H", "H", "H", "H", "H", "H", "H", "H", "H"], "xyz": [[-2.169230, -0.048673, 1.656148], [-1.568800, 0.720191, 0.641972], [-0.385379, -1.537588, 1.676881], [-1.618211, -1.248905, 2.158246], [0.296932, -0.720129, 0.802119], [-0.325333, 0.393106, 0.247689], [-2.109714, -2.217299, 3.205630], [1.698991, -1.168494, 0.577834], [1.884613, 1.026522, -3.484940], [0.230455, 2.120102, -1.335631], [0.461898, 0.877574, -0.835540], [0.529505, 2.165123, -3.067159], [1.890746, 3.587310, -0.688588], [-3.082320, 0.344656, 2.127236], [-2.098809, 1.545818, 0.336016], [0.204420, -2.343662, 2.059903], [-2.610572, -3.179743, 2.791621], [-1.210401, -2.633419, 3.672442], [-2.892503, -1.820699, 3.853759], [2.330955, -0.826269, 1.371866], [1.739189, -2.252938, 0.565090], [2.074721, -0.747880, -0.345098], [2.740748, 1.705539, -3.878054], [1.834310, 0.196466, -4.146461], [2.129781, 0.767347, -2.492607], [0.759131, 3.452117, -3.669603], [-0.735121, 1.843827, -3.800768]], "forces_ev_per_angstrom": [[-0.681, -0.535, 0.894], [-0.701, -1.162, 1.920], [1.225, 0.621, -0.534], [-1.024, 0.785, -0.090], [-0.033, -0.767, 0.480], [2.603, -1.292, -1.525], [-1.295, -1.499, -0.895], [0.027, 0.397, -1.073], [1.573, 2.744, -1.414], [-0.628, 1.748, 0.162], [-0.560, -0.050, 0.335], [-1.438, -0.225, -1.172], [-0.219, -0.376, -0.010], [0.225, -0.301, -0.503], [-0.807, 1.854, -0.986], [-0.070, -0.664, 0.282], [0.715, 1.637, 0.049], [-0.497, 0.386, 0.660], [0.520, 0.134, 0.391], [0.446, 0.280, 0.534], [0.121, -0.075, -0.177], [0.346, -0.182, -0.205], [-1.305, -1.129, 0.714], [-0.631, -0.620, -0.445], [0.688, -0.851, 1.051], [-0.062, -0.790, 0.810], [1.463, -0.067, 0.748]], "mulliken_charge": [-0.616, -0.655, -0.289, 0.464, 0.462, 0.666, -1.305, -1.430, -0.546, -0.637, 0.010, 0.092, -0.186, 0.312, 0.593, 0.286, 0.244, 0.307, 0.361, 0.294, 0.418, 0.175, 0.293, 0.395, 0.024, 0.142, 0.125], "de_lowest_ev": 4.200, "lumo_energy_ev": 0.5, "homo_lumo_gap_ev": 7.850, "mol_weight_g_mol": 308.099}